Density functional theory data (ωB97M-V/def2-TZVPD) for a 3-piece molecular cluster, C10H25O6PS3 overall.

Properties
LUMO level (Ha): 0.018
Energy (hartree): -2383.2858
Frontier orbital gap (eV): 9.2373

XYZ file:
```
45
Properties=species:S:1:pos:R:3:forces:R:3:nbo_charge:R:1
C -1.3466 -0.9123 1.8094 0.0 0.0 0.0 -0.608
C -1.6056 -0.6265 0.3291 0.0 0.0 0.0 -0.730
P -2.3244 1.0557 0.0559 0.0 -0.1 -0.1 0.794
C -1.9871 1.2686 -1.7472 -0.1 0.1 0.0 -0.716
C -2.3729 2.6644 -2.2495 -0.1 0.0 0.1 -0.614
C -4.1566 0.6354 -0.0489 0.0 0.2 0.1 -0.201
C -4.6863 -0.3150 1.0100 -0.2 0.0 0.0 -0.112
O -4.7144 0.5100 2.1937 0.0 -0.1 -0.1 -0.693
S -5.2851 1.9483 1.7851 0.0 -0.1 0.1 2.550
O -4.4777 2.9246 2.4223 -0.1 0.0 -0.1 -0.890
O -6.7005 1.9742 1.9191 0.1 0.0 0.0 -0.907
O -4.9595 1.8322 0.2317 0.2 0.0 -0.1 -0.710
H -0.8340 -0.0731 2.2819 0.0 0.0 0.0 0.215
H -2.2737 -1.0678 2.3643 0.0 0.0 0.0 0.198
H -0.7277 -1.8028 1.9284 0.0 0.0 0.0 0.209
H -2.2125 -1.4218 -0.1153 0.0 0.0 -0.1 0.205
H -0.6674 -0.6272 -0.2327 0.0 0.0 0.1 0.271
H -0.9175 1.0869 -1.8593 0.0 0.0 0.0 0.260
H -2.4962 0.4985 -2.3341 0.1 -0.1 0.0 0.206
H -2.1844 3.4262 -1.4906 0.1 0.0 0.0 0.214
H -1.8107 2.9334 -3.1442 0.0 0.0 0.0 0.208
H -3.4346 2.7216 -2.4961 0.0 0.0 0.0 0.206
H -4.4341 0.3366 -1.0595 0.0 -0.1 0.0 0.219
H -5.7076 -0.6251 0.7755 0.0 0.0 0.0 0.201
H -4.0727 -1.1865 1.2134 0.1 0.1 0.0 0.217
C 2.2739 1.2070 -3.5947 0.0 0.0 0.0 -0.829
S 2.0239 -0.4522 -2.9551 0.0 0.0 0.1 1.251
O 0.9359 -0.3433 -1.9364 0.0 0.0 0.0 -1.018
C 3.5500 -0.5599 -2.0291 0.1 0.0 -0.1 -0.823
H 1.3843 1.4761 -4.1608 0.0 0.0 0.0 0.238
H 2.4077 1.8912 -2.7571 0.0 0.0 0.0 0.232
H 3.1449 1.2155 -4.2497 0.0 0.0 0.0 0.230
H 3.5891 0.2530 -1.3056 0.0 0.0 0.0 0.234
H 4.4023 -0.5157 -2.7071 0.0 0.0 0.0 0.231
H 3.5596 -1.5127 -1.5087 0.0 0.0 0.0 0.255
C 5.4065 -3.2454 2.3986 0.0 0.0 0.0 -0.829
S 4.3904 -2.0848 1.4785 0.0 0.0 0.0 1.251
O 5.2514 -1.5510 0.3872 0.0 0.0 0.0 -0.997
C 4.3286 -0.8163 2.7478 0.0 0.0 0.0 -0.830
H 5.5956 -4.0944 1.7453 0.0 0.0 0.0 0.242
H 6.3456 -2.7598 2.6622 0.0 0.0 0.0 0.233
H 4.8706 -3.5754 3.2882 0.0 0.0 0.0 0.229
H 5.3449 -0.5029 2.9849 0.0 0.0 0.0 0.232
H 3.8209 -1.2070 3.6293 0.0 0.0 0.0 0.230
H 3.7637 0.0193 2.3400 0.0 0.0 0.0 0.243
```
Forces are in eV/Å.